## w
A structure of composition C6H8N2, computed with ωB97M-V/def2-TZVPD.

net charge: 0
Kohn-Sham gap: 9.0 eV
LUMO level: 0.628 eV

Structure (XYZ):
```
16
C6H8N2 | the Open Molecules 2025 dataset | ωB97M-V/def2-TZVPD
C 2.260 -0.600 -0.010
C -0.097 -1.495 0.041
C 0.906 -0.234 0.010
C -1.700 -1.304 0.028
C -1.199 0.628 0.020
C 0.507 1.085 -0.002
N 3.382 -0.861 -0.031
N 0.981 2.331 0.062
H 0.174 -2.057 0.938
H 0.189 -2.113 -0.815
H -2.211 -1.480 0.951
H -2.199 -1.499 -0.900
H -1.684 1.044 -0.858
H -1.641 1.023 0.928
H 0.367 3.076 -0.229
H 1.964 2.457 -0.133
```


## x
A structure of composition C6H8N2, computed with ωB97M-V/def2-TZVPD.

net charge: 0
Kohn-Sham gap (spin up / spin down): 8.2 / 6.4 eV
LUMO level (spin up / spin down): 0.610 / -0.208 eV

Structure (XYZ):
```
16
C6H8N2 | the Open Molecules 2025 dataset | ωB97M-V/def2-TZVPD
C -0.546 0.398 1.279
C -0.203 -0.120 -0.025
N -0.749 1.706 1.441
C 0.754 -1.272 0.105
C -0.052 0.833 -1.176
C 1.872 -1.418 -0.596
C -1.449 -0.496 -0.786
N -2.433 -0.996 -1.171
H -0.776 -0.270 2.095
H -0.976 2.090 2.344
H -0.363 2.334 0.742
H 0.459 -2.019 0.835
H -0.669 1.716 -1.236
H 0.431 0.487 -2.074
H 2.185 -0.700 -1.342
H 2.515 -2.273 -0.435
```


Top of the stability list: w, leading by 80.5 kJ/mol.


## w
The molecule C6H8N2, computed with ωB97M-V/def2-TZVPD.

net charge: 0
Kohn-Sham gap: 8.0 eV
LUMO level: 1.019 eV

Structure (XYZ):
```
16
C6H8N2 | the Open Molecules 2025 dataset | ωB97M-V/def2-TZVPD
C 2.781 -0.093 0.139
N 1.361 0.051 -0.082
C 0.507 -1.114 -0.055
C -0.754 -0.705 -0.180
C -0.682 0.725 -0.082
C 0.640 1.145 -0.086
N -2.105 0.797 -0.008
C -2.198 -0.742 0.108
H 3.257 0.710 -0.405
H 3.210 -1.053 -0.313
H 3.018 0.080 1.232
H 0.913 -2.121 0.006
H 0.969 2.153 0.057
H -2.703 1.354 0.594
H -2.758 -1.101 -0.725
H -2.460 -1.258 1.114
```


## x
The molecule C6H8N2, computed with ωB97M-V/def2-TZVPD.

net charge: 0
Kohn-Sham gap (spin up / spin down): 7.9 / 8.3 eV
LUMO level (spin up / spin down): -0.122 / -0.211 eV

Structure (XYZ):
```
16
C6H8N2 | the Open Molecules 2025 dataset | ωB97M-V/def2-TZVPD
C -2.075 -0.030 -1.315
C -2.664 -0.986 -0.493
C -0.890 0.265 -0.799
C -1.925 -1.104 0.681
C 2.178 0.454 -0.120
C 1.460 0.110 1.098
N -0.784 -0.369 0.415
N 0.115 -0.226 1.446
H -2.318 0.312 -2.277
H -3.674 -1.223 -0.690
H -0.175 0.963 -1.087
H -1.916 -1.483 1.640
H 2.870 1.355 -0.203
H 1.715 0.136 -1.113
H 2.039 -0.645 1.722
H 1.594 0.915 1.879
```


## y
The molecule C6H8N2, computed with ωB97M-V/def2-TZVPD.

net charge: 0
Kohn-Sham gap: 9.0 eV
LUMO level: 0.837 eV

Structure (XYZ):
```
16
C6H8N2 | the Open Molecules 2025 dataset | ωB97M-V/def2-TZVPD
C 2.162 -1.285 1.545
C 0.823 -1.401 1.225
C 0.194 -0.437 0.198
N 0.618 0.803 0.083
C -0.105 1.342 -1.110
C -1.503 1.478 -0.300
C -1.179 0.358 -1.123
N -0.837 -0.849 -0.490
H 2.829 -0.468 1.267
H 2.663 -1.982 2.328
H -0.147 -1.974 1.542
H 0.150 2.100 -1.752
H -2.309 2.312 -0.416
H -1.558 1.210 0.702
H -1.750 0.494 -2.204
H -0.700 -1.697 -1.230
```


## z
A cluster of 2 separate species, C6H8N2 in total, computed with ωB97M-V/def2-TZVPD.

net charge: 0
Kohn-Sham gap: 8.4 eV
LUMO level: 0.077 eV

Structure (XYZ):
```
16
C6H8N2 | the Open Molecules 2025 dataset | ωB97M-V/def2-TZVPD
C -0.801 1.958 1.323
C 0.199 1.341 1.679
C 0.711 -0.856 -0.029
C -1.143 -0.623 -1.617
C 1.263 0.514 1.708
C 0.108 0.093 -1.069
N 0.184 -2.149 0.309
N 1.317 -2.058 -0.163
H -1.823 2.285 1.445
H -1.921 0.055 -1.474
H -1.370 -1.399 -0.903
H -1.008 -0.959 -2.652
H 2.197 0.884 1.388
H 1.485 -0.306 2.473
H -0.174 0.964 -0.531
H 0.776 0.255 -1.888
```


Top of the stability list: w, leading by 162.1 kJ/mol.


## w
The molecule C6H8N2, computed with ωB97M-V/def2-TZVPD.

net charge: 0
Kohn-Sham gap (spin up / spin down): 8.3 / 8.3 eV
LUMO level (spin up / spin down): 0.921 / 0.920 eV

Structure (XYZ):
```
16
C6H8N2 | the Open Molecules 2025 dataset | ωB97M-V/def2-TZVPD
C 1.804 -0.706 -0.713
C 0.862 -1.697 -0.832
C 1.386 0.496 -0.190
C -0.442 -1.539 -0.440
C 0.092 0.713 0.235
C -0.511 1.910 0.801
N -2.082 -0.154 0.518
N -0.849 -0.336 0.125
H 2.850 -0.724 -0.904
H 0.952 -2.676 -1.218
H 2.133 1.200 -0.140
H -1.201 -2.202 -0.468
H -1.286 2.376 0.282
H -1.140 1.570 1.785
H 0.198 2.633 0.881
H -2.767 -0.865 0.278
```


## x
The molecule C6H8N2, computed with ωB97M-V/def2-TZVPD.

net charge: 0
Kohn-Sham gap: 10.3 eV
LUMO level: 0.876 eV

Structure (XYZ):
```
16
C6H8N2 | the Open Molecules 2025 dataset | ωB97M-V/def2-TZVPD
C -1.860 0.799 0.100
C -0.599 0.924 -0.121
C -0.201 -0.699 -0.084
N 1.239 -1.117 -0.043
C 1.991 -0.005 0.776
C 2.221 -0.091 -0.751
N -1.251 -1.462 -0.038
C -2.472 -0.601 -0.056
H -2.322 1.826 -0.036
H 0.123 1.844 -0.474
H 2.814 -0.400 1.286
H 1.384 0.736 1.479
H 3.298 -0.622 -0.805
H 2.080 0.819 -1.258
H -3.380 -0.808 -0.833
H -3.064 -1.140 0.858
```


Top of the stability list: w, leading by 283.5 kJ/mol.